Entry from the OMol25 dataset: one molecule with the formula C4H8N2O2 (ωB97M-V/def2-TZVPD).

The geometry in XYZ format:
```
16
Properties=species:S:1:pos:R:3
C 0.220 -0.004 -0.441
C 1.328 -0.106 0.849
C -1.123 -0.756 -0.381
N -1.714 -0.761 0.824
N 0.824 0.143 -1.706
C 0.317 1.274 0.547
O -1.535 -1.276 -1.401
O -0.549 1.547 1.412
H 1.018 -1.071 0.124
H -1.470 0.022 1.454
H -2.640 -1.159 0.871
H 0.442 -0.535 -2.359
H 0.715 1.077 -2.080
H 2.345 0.063 0.507
H 1.012 -0.543 1.792
H 0.811 2.084 -0.014
```

## Properties
Frontier orbital gap = 9.2 eV
LUMO level = 0.8 eV
HOMO energy = -8.418 eV
Charge = 0

Löwdin atomic charge list, values in e, 6 entries: C -0.351; C 0.045; C -0.493; N 0.190; N 0.100; C -0.379


Entry from the OMol25 dataset: an isolated ion of composition H2NO3S2 and charge -1 (ωB97M-V/def2-TZVPD).

The geometry in XYZ format:
```
8
Properties=species:S:1:pos:R:3
N -0.181 0.100 -0.853
O -1.172 -0.294 1.401
O -2.441 1.068 -0.288
O -2.391 -1.260 -0.607
S 1.049 -0.936 -0.283
S -1.706 -0.145 -0.004
H 0.028 0.906 -0.324
H 0.317 -1.265 0.703
```

## Properties
Frontier orbital gap = 8.6 eV
LUMO level = 3.5 eV
SMILES string = O=S(=O)([O-])NS
HOMO energy = -5.105 eV
Charge = -1

Löwdin atomic charge list, values in e, 6 entries: N -0.551; O -0.459; O -0.372; O -0.366; S 0.645; S 0.344


Entry from the OMol25 dataset: an isolated ion of composition C4H8NS and charge +1 (ωB97M-V/def2-TZVPD).

The geometry in XYZ format:
```
14
Properties=species:S:1:pos:R:3
C 0.353 0.639 -0.175
C -1.031 1.122 -0.282
C -1.881 0.019 0.290
C 1.940 -1.121 0.027
N 0.656 -0.597 0.056
S -0.895 -1.526 0.137
H 1.210 1.422 -0.443
H -1.294 2.123 0.336
H -1.200 1.387 -1.281
H -2.146 0.255 1.392
H -2.876 0.054 -0.171
H 2.288 -1.591 -0.883
H 2.184 -1.934 0.814
H 2.693 -0.253 0.183
```

## Properties
Frontier orbital gap = 9.2 eV
LUMO level = -4.8 eV
SMILES string = C[N+]1=CCCS1
HOMO energy = -13.946 eV
Charge = +1

Löwdin atomic charge list, values in e, 6 entries: C -0.088; C -0.201; C -0.424; C -0.087; N -0.360; S 1.025


Entry from the OMol25 dataset: a 15-piece molecular cluster, C26H82O15 overall (ωB97M-V/def2-TZVPD).

The geometry in XYZ format:
```
123
Properties=species:S:1:pos:R:3
C -0.015 4.061 0.592
C 0.365 5.443 0.019
O 1.727 5.471 -0.187
H 0.325 3.773 1.587
H 0.422 3.256 0.001
H -1.081 3.856 0.494
H 0.179 6.249 0.728
H -0.116 5.701 -0.925
H 2.016 6.378 -0.059
C 3.781 -4.382 1.131
C 4.085 -2.906 0.739
O 5.228 -2.881 -0.044
H 3.670 -5.049 0.277
H 2.917 -4.466 1.791
H 4.677 -4.689 1.671
H 4.276 -2.256 1.593
H 3.255 -2.541 0.135
H 5.123 -2.151 -0.659
C 3.615 0.800 -4.473
C 4.033 1.863 -3.391
O 3.708 1.437 -2.104
H 4.023 1.169 -5.415
H 2.533 0.743 -4.584
H 4.036 -0.181 -4.255
H 3.539 2.832 -3.470
H 5.109 2.038 -3.403
H 3.664 2.171 -1.487
C 0.721 3.714 -2.865
C -0.692 3.099 -2.813
O -1.501 3.704 -3.784
H 1.325 3.393 -2.016
H 0.627 4.798 -2.815
H 1.232 3.356 -3.759
H -1.132 3.251 -1.828
H -0.562 2.025 -2.941
H -2.332 3.227 -3.849
C 5.184 2.308 1.171
C 3.947 3.168 1.306
O 3.464 3.363 -0.013
H 5.755 2.320 2.100
H 5.879 2.762 0.464
H 4.989 1.283 0.859
H 4.126 4.187 1.648
H 3.173 2.686 1.903
H 2.735 3.987 -0.031
C -3.953 1.916 0.565
C -4.958 0.869 0.039
O -4.818 0.924 -1.371
H -4.026 2.138 1.630
H -4.009 2.899 0.099
H -2.951 1.552 0.336
H -5.994 1.137 0.246
H -4.743 -0.116 0.453
H -5.287 0.170 -1.736
C -5.066 -4.212 0.243
C -3.827 -3.704 0.959
O -2.673 -4.126 0.312
H -4.948 -5.274 0.027
H -5.267 -3.705 -0.701
H -6.013 -4.129 0.775
H -3.793 -4.047 1.994
H -3.875 -2.615 0.961
H -2.643 -5.085 0.275
O 1.471 0.258 -0.991
H 1.433 -0.684 -1.156
H 2.181 0.571 -1.551
O -3.950 2.404 -3.850
H -4.303 1.975 -3.071
H -3.984 1.732 -4.530
O 0.060 2.333 4.983
H -0.267 3.217 5.150
H -0.571 1.956 4.370
O -0.857 0.233 0.478
H -1.219 -0.481 -0.046
H 0.019 0.374 0.120
C 0.966 -4.722 -1.707
C 1.557 -3.300 -2.060
C 1.314 -2.876 -3.527
O 1.134 -2.363 -1.142
H 1.453 -5.133 -0.823
H 1.070 -5.479 -2.484
H -0.095 -4.634 -1.472
H 2.645 -3.312 -1.996
H 0.278 -2.952 -3.856
H 1.926 -3.595 -4.072
H 1.715 -1.868 -3.629
H 0.178 -2.286 -1.115
C -2.310 -1.051 3.934
C -2.844 0.387 3.648
C -3.212 1.063 4.951
O -1.783 1.129 3.054
H -3.119 -1.688 4.292
H -1.482 -0.973 4.638
H -1.849 -1.468 3.039
H -3.668 0.225 2.953
H -4.114 0.623 5.376
H -3.318 2.138 4.808
H -2.395 0.991 5.668
H -1.499 0.749 2.219
C 2.560 0.045 3.113
C 1.652 -0.943 3.889
C 1.401 -2.277 3.303
O 2.198 -1.144 5.169
H 3.551 -0.374 2.937
H 2.463 1.031 3.570
H 2.152 0.146 2.107
H 0.701 -0.430 4.034
H 2.331 -2.772 3.024
H 0.794 -2.189 2.401
H 0.914 -2.988 3.970
H 2.342 -0.309 5.621
C -2.007 -0.206 -2.528
C -2.487 -1.402 -1.858
C -2.843 -2.493 -2.859
O -1.535 -1.922 -0.991
H -2.759 -0.065 -3.304
H -1.081 -0.400 -3.069
H -1.967 0.590 -1.785
H -3.426 -1.198 -1.345
H -3.601 -3.214 -2.552
H -1.971 -3.086 -3.133
H -3.264 -2.091 -3.781
H -1.870 -2.768 -0.684
```

## Properties
Frontier orbital gap = 9.3 eV
LUMO level = 0.0 eV
HOMO energy = -9.306 eV
Charge = 0

Löwdin atomic charge list, values in e, 6 entries: C -0.054; C -0.298; O -0.089; H 0.079; H 0.054; H 0.068


Entry from the OMol25 dataset: a 2-piece molecular cluster, C2H3BrF2 overall (ωB97M-V/def2-TZVPD).

The geometry in XYZ format:
```
8
Properties=species:S:1:pos:R:3
C 0.226 0.105 0.188
C -2.970 0.833 0.108
F -3.133 1.782 -0.775
F -2.918 1.159 1.369
Br -4.007 -0.687 -0.162
H -0.681 -0.412 -0.061
H 0.862 0.619 -0.520
H 0.423 0.290 1.223
```

## Properties
Frontier orbital gap (alpha / beta) = 8.8 / 8.9 eV
LUMO level (alpha / beta) = -0.2 / 0.1 eV
HOMO energy (alpha / beta) = -8.968 / -8.813 eV
Charge = 0

Löwdin atomic charge list, values in e, 6 entries: C 0.095; C -0.890; F 0.053; F 0.041; Br 0.783; H -0.049


Entry from the OMol25 dataset: C3H6ClIO2S as an isolated structure (ωB97M-V/def2-TZVPD).

The geometry in XYZ format:
```
14
Properties=species:S:1:pos:R:3
C 0.698 0.530 1.344
C 0.354 0.770 -1.304
C -0.236 0.316 0.082
O -1.443 -1.739 1.257
O -1.537 -1.634 -1.180
S -0.848 -1.345 0.022
Cl 0.923 -2.483 -0.194
I -2.517 1.283 0.085
H 1.438 1.248 1.043
H 0.191 0.834 2.231
H 1.298 -0.367 1.415
H 0.306 1.882 -1.429
H 1.365 0.527 -1.148
H 0.008 0.177 -2.226
```

## Properties
Frontier orbital gap = 8.4 eV
LUMO level = -1.6 eV
HOMO energy = -10.012 eV
Charge = 0

Löwdin atomic charge list, values in e, 6 entries: C -0.085; C -0.151; C -0.748; O -0.346; O -0.376; S 0.210


Energy above the lowest of the compared OMol25 structures with the same formula, charge and spin readings, ordered: 101.60, 8.13, 21.08, 25.04, 99.99, 3.06 kcal per mole
E_tot readings, ordered: -417.0940, -1078.0982, -609.8364, -2168.3298, -2851.5942, -1424.4098 Ha
Maximum force readings, ordered: 3.3, 2.6, 5.2, 2.9, 1.8, 2.5 eV Å⁻¹